<w>
Density functional theory data (ωB97M-V/def2-TZVPD) for a single C3H3BrF2 molecule.

```
9
Properties=species:S:1:pos:R:3
C -0.320 -1.544 -1.310
C -0.934 -0.644 -0.572
C 1.162 1.991 1.295
F -2.074 -0.825 0.181
F 1.535 0.786 1.971
Br 0.208 1.407 -0.317
H -0.538 -2.622 -1.358
H 0.470 -1.143 -1.841
H 0.491 2.593 1.950
```

Calculated values
* LUMO (alpha / beta): -1.254 / -0.803 eV
* net charge: 0
* Kohn-Sham gap (alpha / beta): 7.3 / 8.8 eV

Löwdin charges, unit e, in atom order: -0.028 -0.394 -0.401 -0.028 -0.175 0.901 0.083 0.012 0.030


<x>
Density functional theory data (ωB97M-V/def2-TZVPD) for 2 unconnected molecules or ions with the total composition C3H3BrF2.

```
9
Properties=species:S:1:pos:R:3
C -0.231 -0.462 -0.262
C -1.275 1.358 0.427
C 1.207 -0.634 -0.178
F -2.481 1.375 -0.023
F -0.649 2.449 0.085
Br -1.314 -1.993 0.236
H 1.758 0.354 -0.341
H 1.377 -0.934 0.912
H 1.608 -1.512 -0.856
```

Calculated values
* LUMO (alpha / beta): -0.586 / -0.891 eV
* net charge: 0
* Kohn-Sham gap (alpha / beta): 7.8 / 7.5 eV

Löwdin charges, unit e, in atom order: -0.576 -0.232 -0.257 0.087 0.074 0.597 0.091 0.091 0.126


Stability, lowest: <w>


<w>
Density functional theory data (ωB97M-V/def2-TZVPD) for a single C26H34N2O3 molecule.

```
65
Properties=species:S:1:pos:R:3
O 4.715 1.929 -2.620
C 3.581 1.622 -2.972
N 3.281 1.402 -4.270
C 4.325 1.503 -5.267
H 4.180 0.686 -5.980
C 4.284 2.860 -6.000
C 5.288 3.871 -5.415
O 5.010 4.264 -4.104
H 5.082 3.487 -3.517
H 6.303 3.450 -5.494
H 5.253 4.788 -6.012
C 2.857 3.418 -5.932
C 1.845 2.282 -6.046
C 1.939 1.371 -4.811
H 1.668 0.343 -5.082
H 1.248 1.715 -4.039
H 0.832 2.678 -6.123
H 2.050 1.713 -6.955
H 2.705 4.146 -6.729
H 2.727 3.932 -4.977
H 4.567 2.694 -7.045
H 5.284 1.360 -4.765
C 2.491 1.451 -1.975
C 1.736 0.289 -1.899
C 0.789 0.119 -0.905
C 0.571 1.126 0.032
C 1.336 2.295 -0.043
C 2.291 2.448 -1.022
H 2.893 3.343 -1.064
H 1.162 3.065 0.691
O -0.341 1.096 1.035
C -1.101 -0.077 1.287
C -0.271 -1.144 2.007
C -1.172 -2.322 2.405
N -2.310 -1.933 3.209
C -3.091 -0.916 2.544
C -2.276 0.331 2.174
H -1.886 0.808 3.075
H -2.901 1.054 1.650
H -3.932 -0.646 3.186
H -3.498 -1.361 1.629
C -2.002 -1.685 4.605
H -0.975 -1.323 4.749
C -2.198 -2.972 5.428
C -3.644 -3.370 5.428
C -4.484 -2.993 6.468
C -5.828 -3.320 6.443
C -6.351 -4.024 5.372
C -5.522 -4.399 4.328
C -4.178 -4.075 4.357
H -3.532 -4.363 3.542
H -5.926 -4.948 3.490
H -7.401 -4.280 5.352
H -6.469 -3.025 7.261
H -4.082 -2.442 7.306
H -1.591 -3.767 4.992
H -1.854 -2.791 6.448
H -2.682 -0.923 4.992
H -0.590 -3.064 2.954
H -1.557 -2.799 1.496
H 0.171 -0.689 2.896
H 0.544 -1.494 1.372
H -1.496 -0.481 0.343
H 0.230 -0.803 -0.875
H 1.902 -0.508 -2.609
```

Calculated values
* LUMO: 0.632 eV
* net charge: 0
* Kohn-Sham gap: 9.1 eV
* SMILES string: O=C(c1ccc(OC2CCN(CCc3ccccc3)CC2)cc1)N1CCC[C@@H](CO)C1

Löwdin charges, unit e, in atom order: 0.045 -0.404 -0.042 -0.094 0.131 -0.268 -0.248 -0.063 0.051 0.122 0.122 -0.155 -0.160 -0.147 0.123 0.123 0.111 0.111 0.119 0.121 0.141 0.130 -0.157 -0.027 -0.007 -0.252 0.014 0.000 0.126 0.120 -0.008 -0.334 -0.105 -0.174 -0.183 -0.177 -0.101 0.124 0.122 0.123 0.124 -0.184 0.116 -0.132 -0.242 -0.050 -0.092 -0.101 -0.085 -0.047 0.108 0.100 0.098 0.099 0.110 0.111 0.113 0.126 0.120 0.125 0.121 0.113 0.150 0.106 0.121


<x>
Density functional theory data (ωB97M-V/def2-TZVPD) for a single C26H34N2O3 molecule.

```
65
Properties=species:S:1:pos:R:3
C 3.655 3.266 -1.581
N 2.566 3.779 -2.378
C 1.332 3.216 -2.413
O 0.368 3.768 -2.916
C 1.194 1.848 -1.827
C 1.946 0.772 -2.294
C 1.727 -0.496 -1.806
C 0.749 -0.731 -0.833
C -0.013 0.342 -0.378
C 0.206 1.611 -0.883
H -0.400 2.436 -0.539
H -0.784 0.205 0.364
O 0.650 -2.016 -0.413
C -0.371 -2.401 0.495
C -1.731 -2.527 -0.196
C -2.758 -3.076 0.790
N -2.322 -4.370 1.267
C -1.077 -4.268 1.998
C 0.018 -3.766 1.059
H 0.139 -4.462 0.229
H 0.967 -3.690 1.591
H -0.812 -5.257 2.376
H -1.152 -3.584 2.861
C -3.349 -5.184 1.868
H -4.092 -5.386 1.089
C -4.101 -4.610 3.094
C -3.229 -4.419 4.299
C -2.974 -3.150 4.806
C -2.158 -2.978 5.911
C -1.585 -4.077 6.528
C -1.842 -5.347 6.040
C -2.660 -5.516 4.937
H -2.865 -6.511 4.569
H -1.407 -6.210 6.523
H -0.947 -3.944 7.389
H -1.971 -1.985 6.291
H -3.419 -2.287 4.331
H -4.568 -3.663 2.817
H -4.898 -5.318 3.337
H -2.887 -6.135 2.145
H -3.721 -3.197 0.288
H -2.884 -2.350 1.614
H -1.627 -3.218 -1.034
H -2.059 -1.562 -0.586
H -0.432 -1.678 1.322
H 2.300 -1.338 -2.162
H 2.695 0.930 -3.057
C 2.816 5.060 -3.035
C 2.031 6.212 -2.400
H 2.273 6.306 -1.340
H 0.966 6.010 -2.507
C 2.383 7.509 -3.131
O 2.110 7.434 -4.509
C 2.821 6.393 -5.134
C 2.492 5.026 -4.531
H 3.072 4.249 -5.032
H 1.431 4.817 -4.660
H 2.535 6.429 -6.187
H 3.905 6.581 -5.053
H 1.784 8.341 -2.755
H 3.451 7.741 -2.975
H 3.890 5.259 -2.921
H 4.032 4.052 -0.923
H 4.476 2.924 -2.218
H 3.316 2.435 -0.967
```

Calculated values
* LUMO: 0.713 eV
* net charge: 0
* Kohn-Sham gap: 9.0 eV
* SMILES string: CN(C(=O)c1ccc(OC2CCN(CCc3ccccc3)CC2)cc1)C1CCOCC1

Löwdin charges, unit e, in atom order: -0.039 -0.057 -0.420 0.069 -0.167 -0.034 0.010 -0.254 -0.006 -0.007 0.123 0.106 -0.009 -0.336 -0.105 -0.185 -0.168 -0.180 -0.103 0.127 0.123 0.127 0.118 -0.187 0.118 -0.130 -0.254 -0.061 -0.086 -0.095 -0.083 -0.052 0.114 0.102 0.099 0.102 0.109 0.105 0.119 0.114 0.127 0.123 0.131 0.113 0.151 0.119 0.121 -0.289 -0.106 0.122 0.118 -0.211 -0.129 -0.210 -0.109 0.124 0.116 0.125 0.125 0.125 0.125 0.147 0.094 0.096 0.087


Stability, lowest: <x>


<w>
Density functional theory data (ωB97M-V/def2-TZVPD) for a molecular structure, C11H20N2O2.

```
35
Properties=species:S:1:pos:R:3
C -1.137 0.346 -1.120
C 0.612 2.816 0.091
C 0.028 -0.412 -1.667
C 1.329 0.358 -1.397
C 0.945 1.459 0.687
C 3.986 0.159 0.107
C 2.400 -1.777 0.495
C -3.203 0.134 1.774
C -4.149 0.439 -0.536
C 2.626 -0.278 0.656
C -2.924 0.639 0.361
N 1.555 0.501 0.032
N -1.811 -0.118 -0.170
O -0.337 3.277 -0.460
O 1.772 3.144 0.440
H -1.324 1.325 -1.577
H 0.063 -1.397 -1.202
H -0.083 -0.526 -2.747
H 2.174 -0.164 -1.843
H 1.261 1.351 -1.853
H 0.989 1.448 1.767
H 4.149 -0.219 -0.899
H 4.045 1.245 0.087
H 4.782 -0.221 0.740
H 1.438 -2.063 0.912
H 3.181 -2.315 1.025
H 2.435 -2.076 -0.550
H -3.479 -0.917 1.738
H -2.312 0.233 2.390
H -4.013 0.699 2.226
H -5.015 0.929 -0.102
H -4.359 -0.622 -0.643
H -3.964 0.860 -1.520
H 2.595 -0.036 1.722
H -2.676 1.709 0.385
```

Calculated values
* LUMO: 0.705 eV
* net charge: 0
* Kohn-Sham gap: 10.1 eV

Löwdin charges, unit e, in atom order: -0.195 -0.664 -0.128 -0.126 0.035 -0.034 -0.045 -0.074 -0.061 -0.370 -0.470 -0.077 0.081 0.088 0.076 0.130 0.107 0.120 0.118 0.138 0.146 0.075 0.087 0.084 0.085 0.084 0.078 0.075 0.065 0.073 0.075 0.078 0.070 0.144 0.134


<x>
Density functional theory data (ωB97M-V/def2-TZVPD) for a single C11H20N2O2 molecule.

```
35
Properties=species:S:1:pos:R:3
N -0.131 -0.457 -1.910
N 1.532 -0.922 0.840
O 1.147 -1.040 -2.312
O 1.842 -2.052 -0.022
C -0.273 -0.008 -0.676
C 0.602 -0.070 0.527
C 1.154 -1.646 -3.584
C 2.228 -3.189 0.723
C -1.788 1.996 -1.253
C -2.720 -0.185 -0.439
C 0.392 0.554 2.951
C 1.035 2.258 1.268
C -1.284 1.274 1.084
C -1.531 0.767 -0.337
C 0.198 1.011 1.479
H 2.187 -1.741 -3.892
H 0.628 -2.591 -3.675
H 0.683 -0.960 -4.278
H 1.397 -3.744 1.140
H 2.735 -3.899 0.067
H 2.897 -2.947 1.554
H -2.795 2.332 -1.144
H -1.102 2.830 -1.077
H -1.624 1.754 -2.291
H -2.648 -0.848 0.408
H -3.681 0.337 -0.375
H -2.692 -0.752 -1.395
H -0.233 -0.340 3.114
H 1.440 0.316 3.109
H 0.099 1.281 3.718
H 0.755 3.036 1.981
H 2.104 2.049 1.442
H 0.947 2.649 0.266
H -1.589 2.297 1.248
H -1.909 0.648 1.738
```

Calculated values
* LUMO: 0.306 eV
* net charge: 0
* Kohn-Sham gap: 9.2 eV
* SMILES string: CO/N=C1\C(=N/OC)C(C)(C)CC1(C)C

Löwdin charges, unit e, in atom order: 0.177 0.168 -0.189 -0.181 -0.134 -0.157 -0.106 -0.109 -0.028 -0.036 -0.041 -0.035 -0.076 -0.480 -0.479 0.085 0.078 0.072 0.072 0.085 0.080 0.071 0.079 0.072 0.076 0.086 0.095 0.087 0.074 0.085 0.089 0.097 0.077 0.123 0.119


Stability, lowest: <x>


<w>
Density functional theory data (ωB97M-V/def2-TZVPD) for a single C3H2Br2P2 molecule.

```
9
Properties=species:S:1:pos:R:3
C -0.245 0.969 0.468
C 0.820 0.470 -0.339
C 1.293 -0.768 -0.228
P -1.028 -0.292 1.329
P 1.812 -2.285 0.104
Br 1.868 1.769 -1.316
Br -2.707 0.926 1.959
H -0.413 1.961 0.375
H 0.906 -2.930 -0.637
```

Calculated values
* LUMO (alpha / beta): -1.353 / -1.352 eV
* net charge: 0
* Kohn-Sham gap (alpha / beta): 7.1 / 7.1 eV
* SMILES string: P=C=C(Br)/C=P/Br

Löwdin charges, unit e, in atom order: -0.550 -0.887 -0.631 0.519 0.839 0.692 0.196 -0.005 -0.173


<x>
Density functional theory data (ωB97M-V/def2-TZVPD) for a molecular structure, C3H2Br2P2.

```
9
Properties=species:S:1:pos:R:3
C 0.033 -0.228 -0.988
C -1.954 1.556 1.110
C -1.783 -1.322 -0.100
P -1.172 -1.321 -1.703
P -0.982 0.113 0.518
Br -2.992 2.061 -0.387
Br -3.692 -1.695 0.301
H 0.870 0.308 -1.476
H -0.233 -0.042 1.857
```

Calculated values
* LUMO (alpha / beta): -2.580 / -2.581 eV
* net charge: 0
* Kohn-Sham gap (alpha / beta): 5.2 / 5.2 eV

Löwdin charges, unit e, in atom order: -0.551 -0.642 -1.202 0.836 0.501 0.564 0.446 -0.004 0.051


Stability, lowest: <x>


<w>
Density functional theory data (ωB97M-V/def2-TZVPD) for a molecular structure, C6H8N3O.

```
18
Properties=species:S:1:pos:R:3
C -3.203 0.463 -0.761
C -3.265 -0.351 0.343
C -1.236 0.330 0.059
C 1.729 -1.389 0.294
C 1.375 0.602 -0.865
C 0.149 0.303 0.594
N -1.881 0.850 -0.937
N 0.664 -0.951 0.888
N 2.176 -0.549 -0.587
O -2.058 -0.375 0.870
H -3.978 0.883 -1.370
H -4.096 -0.961 0.559
H 2.412 -2.138 0.685
H 0.841 0.642 -1.857
H 1.935 1.572 -0.558
H 0.400 1.146 1.344
H 0.158 -1.572 1.512
H 3.109 -0.783 -0.973
```

Calculated values
* LUMO: -3.852 eV
* net charge: +1
* Kohn-Sham gap: 8.9 eV

Löwdin charges, unit e, in atom order: -0.064 -0.079 -0.337 -0.062 0.034 -0.067 0.149 0.078 0.032 0.061 0.113 0.122 0.184 0.129 0.146 0.186 0.184 0.191


<x>
Density functional theory data (ωB97M-V/def2-TZVPD) for a gas-phase ion, C6H8N3O (charge +1).

```
18
Properties=species:S:1:pos:R:3
C 3.598 0.882 -1.663
C 2.265 1.184 -1.635
C 3.741 -0.295 -0.933
C 1.658 0.343 -0.695
C -1.315 -0.825 1.002
C -3.489 0.367 0.562
N -0.115 -0.353 0.513
N 0.357 0.376 -0.421
N -2.666 -0.414 1.193
O 2.601 -0.605 -0.279
H 4.358 1.319 -2.193
H 1.844 1.983 -2.250
H 4.486 -0.967 -0.827
H -1.208 -1.753 1.628
H -4.474 0.249 0.893
H -3.250 1.110 -0.181
H 0.677 -0.974 0.983
H -3.106 -0.980 1.976
```

Calculated values
* LUMO (alpha / beta): -4.748 / -4.888 eV
* net charge: +1
* Kohn-Sham gap (alpha / beta): 6.6 / 6.6 eV

Löwdin charges, unit e, in atom order: -0.011 0.026 -0.019 -0.293 -0.051 0.098 -0.003 0.117 -0.009 0.064 0.097 0.141 0.106 0.141 0.080 0.107 0.215 0.195


Stability, lowest: <x>


<w>
Density functional theory data (ωB97M-V/def2-TZVPD) for 2 unconnected molecules or ions with the total composition C3H2O2S.

```
8
Properties=species:S:1:pos:R:3
C 0.963 -1.108 -0.538
C -2.327 1.146 -1.157
C 0.797 -0.633 0.666
O -1.557 1.882 -0.899
O -0.370 1.055 2.175
S 0.628 -0.021 2.094
H 0.420 -1.900 -1.123
H 1.446 -0.421 -1.218
```

Calculated values
* LUMO: -0.182 eV
* net charge: 0
* Kohn-Sham gap: 9.5 eV

Löwdin charges, unit e, in atom order: -0.026 -0.038 -0.449 0.042 -0.571 0.885 0.093 0.065


<x>
Density functional theory data (ωB97M-V/def2-TZVPD) for 2 unconnected molecules or ions with the total composition C3H2O2S.

```
8
Properties=species:S:1:pos:R:3
C -0.829 -0.843 -0.094
C 1.214 0.881 1.150
C -0.658 -0.196 -1.250
O -1.086 -1.302 0.943
O 0.371 1.662 0.832
S 2.125 -0.279 1.526
H -1.337 0.605 -1.263
H 0.200 -0.529 -1.843
```

Calculated values
* LUMO: 0.530 eV
* net charge: 0
* Kohn-Sham gap: 9.8 eV
* SMILES string: C=C=O.O=C=S

Löwdin charges, unit e, in atom order: -0.314 -0.887 0.004 0.153 0.064 0.848 0.055 0.077


Stability, lowest: <w>


<w>
Density functional theory data (ωB97M-V/def2-TZVPD) for 3 unconnected molecules or ions with the total composition CH9N4.

```
14
Properties=species:S:1:pos:R:3
C 2.838 0.731 -0.077
N 3.687 -0.250 0.021
N -1.130 -0.882 0.051
N -0.074 -0.412 -0.246
N -3.514 0.387 -0.007
H 2.860 1.534 0.643
H 4.372 -0.284 0.765
H 3.686 -1.005 -0.655
H -1.214 -1.869 0.387
H -2.084 -0.343 0.002
H 2.091 0.730 -0.855
H -3.771 0.703 0.922
H -3.503 1.197 -0.618
H -4.247 -0.236 -0.334
```

Calculated values
* LUMO: -5.105 eV
* net charge: +1
* Kohn-Sham gap: 5.3 eV

Löwdin charges, unit e, in atom order: 0.164 0.201 -0.143 -0.066 0.034 0.122 0.152 0.154 0.098 0.028 0.077 0.059 0.059 0.061


<x>
Density functional theory data (ωB97M-V/def2-TZVPD) for a molecular structure, CH9N4.

```
14
Properties=species:S:1:pos:R:3
C -0.568 1.521 -1.328
N 0.788 0.943 -1.225
N 0.547 -0.577 0.735
N -0.439 -1.322 0.842
N -0.554 -2.015 1.995
H -0.959 2.225 -0.576
H -0.968 1.784 -2.344
H 1.666 1.483 -1.248
H 0.775 0.335 -0.206
H 1.216 -0.540 1.399
H -1.186 0.592 -1.150
H 0.189 -2.194 2.706
H 0.907 0.267 -1.961
H -1.412 -2.502 2.362
```

Calculated values
* LUMO: -3.739 eV
* net charge: +1
* Kohn-Sham gap: 11.2 eV

Löwdin charges, unit e, in atom order: -0.079 0.026 0.061 -0.037 0.060 0.100 0.106 0.154 0.035 0.066 0.092 0.137 0.134 0.147


Stability, lowest: <w>